1.
{"formula": "C32H34AuN2OP2", "method": "ωB97M-V with the def2-TZVPD basis set", "spin_multiplicity": 3, "e_lumo_ha": [-0.134, -0.181], "e_tot_ha": -2242.5096, "charge": 1, "homo_lumo_gap_ev": [4.72, 5.05], "species": ["C", "C", "C", "C", "C", "C", "C", "C", "C", "C", "C", "C", "C", "H", "H", "H", "H", "H", "H", "H", "N", "Au", "C", "H", "H", "C", "H", "H", "P", "P", "C", "H", "H", "H", "C", "H", "H", "H", "C", "H", "H", "H", "C", "H", "H", "H", "C", "O", "H", "C", "C", "C", "C", "C", "C", "N", "C", "C", "C", "C", "C", "C", "H", "H", "H", "H", "H", "H", "H", "H", "H", "H"], "positions_angstrom": [[3.37366, -2.85650, 2.03069], [3.10226, -2.26032, 0.79802], [2.32927, -3.06939, -0.10903], [1.36261, -3.98629, 0.40336], [1.40319, -4.26191, 1.78180], [2.53010, -3.88757, 2.48893], [0.27556, -4.42387, -0.43335], [0.23926, -3.81996, -1.74407], [1.26150, -2.91611, -2.16885], [1.03798, -2.03069, -3.27182], [0.12342, -2.45602, -4.21693], [-0.80683, -3.45582, -3.88733], [-0.87540, -3.95891, -2.59930], [4.20833, -2.47333, 2.63653], [0.62213, -4.85813, 2.18783], [2.76074, -4.35841, 3.44880], [-0.72464, -4.16423, 0.11036], [0.11870, -1.99253, -5.20937], [-1.49607, -3.82480, -4.63278], [-1.68033, -4.59519, -2.23765], [2.36570, -2.76355, -1.41586], [-0.80401, 0.29493, 0.95182], [3.40637, -0.78335, 0.56365], [3.61854, -0.57123, -0.48876], [4.27637, -0.45765, 1.16865], [1.63765, -0.61244, -3.32915], [2.70486, -0.61934, -3.03715], [1.54639, -0.16883, -4.34490], [1.88713, 0.26536, 1.10759], [0.70124, 0.46424, -2.11860], [-0.84560, 0.73882, -3.07166], [-1.45172, 1.49282, -2.55348], [-0.63245, 1.08288, -4.09505], [-1.43087, -0.18751, -3.11050], [1.50790, 2.08125, -2.42446], [1.29716, 2.42561, -3.44891], [1.12081, 2.81947, -1.70513], [2.59391, 1.98183, -2.28098], [1.95099, 0.07758, 2.92445], [2.96319, 0.23428, 3.32874], [1.26494, 0.81470, 3.36273], [1.60445, -0.92259, 3.20933], [2.60687, 1.94379, 0.94139], [1.82978, 2.69646, 1.12939], [3.42821, 2.08627, 1.66629], [3.00215, 2.09389, -0.07399], [-0.85274, 2.35226, 0.61922], [-1.00190, 3.45047, 0.44567], [0.40412, -0.39548, 0.09567], [-3.28354, -3.48768, 3.98893], [-1.99921, -2.97322, 3.80205], [-1.70878, -2.22184, 2.67165], [-2.72055, -1.93984, 1.71001], [-3.99640, -2.55021, 1.86583], [-4.27085, -3.28706, 3.01875], [-2.48163, -1.03038, 0.70050], [-3.29346, -0.83834, -0.42803], [-3.52204, -1.89488, -1.35230], [-4.17353, -1.64837, -2.55220], [-4.71468, -0.37845, -2.81170], [-4.52917, 0.65582, -1.89553], [-3.80420, 0.44354, -0.74249], [-3.50713, -4.05314, 4.88611], [-1.19904, -3.15058, 4.51959], [-0.70760, -1.80837, 2.48750], [-4.75624, -2.39194, 1.09180], [-5.26756, -3.70672, 3.14849], [-3.10841, -2.89145, -1.11686], [-4.27787, -2.45465, -3.28866], [-5.27071, -0.20219, -3.73337], [-4.95549, 1.64607, -2.07657], [-3.59328, 1.25144, -0.03521]]}

=====

2.
{"formula": "C49H63BN3O5", "method": "ωB97M-V with the def2-TZVPD basis set", "e_lumo_ha": -0.119, "e_tot_ha": -2470.1249, "charge": 1, "homo_lumo_gap_ev": 7.08, "species": ["C", "C", "C", "C", "C", "C", "C", "C", "C", "C", "C", "C", "C", "C", "O", "C", "C", "O", "C", "O", "C", "N", "N", "C", "B", "O", "O", "C", "C", "C", "C", "C", "N", "C", "H", "H", "H", "H", "H", "H", "H", "H", "H", "H", "H", "H", "H", "H", "H", "H", "H", "H", "H", "H", "H", "H", "H", "H", "H", "H", "H", "H", "H", "H", "H", "H", "H", "H", "H", "H", "H", "H", "H", "C", "C", "C", "C", "C", "C", "H", "H", "H", "H", "H", "H", "C", "C", "C", "C", "C", "C", "H", "H", "H", "H", "H", "H", "C", "C", "C", "C", "C", "C", "H", "H", "H", "H", "H", "H", "C", "C", "C", "C", "C", "C", "H", "H", "H", "H", "H", "H"], "positions_angstrom": [[1.79032, -0.74094, 2.82651], [3.04308, -0.33647, 2.02858], [2.90800, 1.03642, 1.29114], [2.68680, 0.74741, -0.22014], [1.26788, 0.17759, -0.40252], [0.81629, 0.20763, -1.89747], [-0.47652, 1.02157, -2.04656], [-1.66715, 0.38274, -1.29369], [-2.85286, 0.00349, -2.21915], [-4.09289, 0.90525, -2.04848], [-4.84460, 0.75148, -0.74504], [-5.37601, -0.46977, -0.32128], [-5.22290, -1.75960, -1.09941], [-4.33884, -2.77561, -0.37189], [-2.96683, -2.39905, -0.42021], [-2.07564, -3.42544, -0.16320], [-2.11466, -4.69756, -0.97776], [-1.23726, -3.25557, 0.70066], [-6.08922, -0.54734, 0.85448], [-6.62504, -1.74842, 1.20214], [-6.26171, 0.58761, 1.60523], [-7.01748, 0.54071, 2.79950], [-5.73259, 1.74632, 1.21683], [-5.96776, 2.91405, 2.08593], [-4.94988, 2.91776, 3.33508], [-3.68178, 2.49644, 3.09062], [-5.40889, 3.32014, 4.56735], [-5.03397, 1.83580, 0.07131], [-4.46636, 3.16086, -0.29327], [-3.12647, 3.44664, -0.07350], [-2.74086, 4.70856, -0.41416], [-3.59624, 5.65158, -0.92552], [-4.87272, 5.37367, -1.15650], [-5.24614, 4.15502, -0.82473], [1.93249, -0.50581, 3.88289], [1.64560, -1.82331, 2.76686], [0.87311, -0.30089, 2.43530], [3.21776, -1.09250, 1.26054], [3.93115, -0.27917, 2.66012], [3.74634, 1.70933, 1.46669], [1.96829, 1.47955, 1.63554], [3.40759, -0.00394, -0.55103], [2.77631, 1.66507, -0.80726], [0.58047, 0.82511, 0.14845], [1.19907, -0.85280, -0.04996], [0.74122, -0.78112, -2.35358], [1.57742, 0.78174, -2.43625], [-0.30101, 2.03753, -1.67310], [-0.66686, 1.12855, -3.12028], [-1.98551, 0.97661, -0.43911], [-1.29028, -0.56769, -0.90749], [-2.49841, 0.17273, -3.24058], [-3.05228, -1.05577, -2.14835], [-3.78462, 1.92776, -2.25043], [-4.79396, 0.64287, -2.85260], [-6.21785, -2.21602, -1.13026], [-4.92328, -1.61014, -2.13047], [-4.53683, -3.75605, -0.81937], [-4.61411, -2.88097, 0.67926], [-2.75489, -5.40570, -0.44474], [-2.58769, -4.52186, -1.94814], [-1.13367, -5.13061, -1.13641], [-6.49392, -1.92338, 2.14107], [-7.32172, -0.40412, 2.98802], [-7.86763, 1.07489, 2.61943], [-6.96759, 2.91850, 2.50743], [-5.86582, 3.85500, 1.54896], [-3.21253, 2.36019, 3.92488], [-5.43010, 2.58966, 5.19642], [-2.44791, 2.72744, 0.35609], [-1.70894, 4.99628, -0.24212], [-3.22528, 6.64493, -1.14562], [-6.29961, 3.91397, -0.98523], [0.86617, -2.00557, -5.91398], [-0.49027, -2.29497, -5.97661], [-1.40950, -1.27425, -6.18144], [-0.97094, 0.03490, -6.33234], [0.38627, 0.32338, -6.27311], [1.30459, -0.69611, -6.06053], [1.58227, -2.80112, -5.75114], [-0.83063, -3.31745, -5.86623], [-2.46821, -1.49925, -6.22572], [-1.68714, 0.83047, -6.49759], [0.72836, 1.34370, -6.39239], [2.36203, -0.47067, -6.00881], [7.39737, 3.57574, 2.98625], [6.03485, 3.31262, 3.00110], [5.12552, 4.34704, 2.82053], [5.58090, 5.64231, 2.61615], [6.94409, 5.90422, 2.59814], [7.85237, 4.87198, 2.78720], [8.10619, 2.77000, 3.13009], [5.68062, 2.30002, 3.15430], [4.06187, 4.14301, 2.83829], [4.87285, 6.44842, 2.47088], [7.29880, 6.91429, 2.43743], [8.91516, 5.07712, 2.77858], [0.09641, -6.19950, -4.05223], [0.88542, -7.33421, -4.17780], [0.41657, -8.42938, -4.89038], [-0.83710, -8.38646, -5.48510], [-1.62520, -7.25043, -5.36305], [-1.16061, -6.15854, -4.64334], [0.46077, -5.34508, -3.49406], [1.86586, -7.36548, -3.71998], [1.02913, -9.31676, -4.98341], [-1.19965, -9.23908, -6.04458], [-2.60198, -7.21679, -5.82893], [-1.77746, -5.27297, -4.54372], [8.72773, -0.36760, 6.00363], [9.40871, -0.51506, 7.20397], [9.61482, 0.58513, 8.02510], [9.13202, 1.83158, 7.65012], [8.44788, 1.97873, 6.45136], [8.24972, 0.88005, 5.62699], [8.56977, -1.22494, 5.36145], [9.77998, -1.48810, 7.49957], [10.15154, 0.47106, 8.95826], [9.28909, 2.68849, 8.29273], [8.06926, 2.95049, 6.15842], [7.72016, 0.99619, 4.68953]]}